A cluster of 2 separate species, C3H9NO in total in a non-equilibrium geometry, computed with wB97M-V/def2-TZVPD.

ORCA input file:
```
! RIJCOSX wB97M-V def2-TZVPD def2/J DEFGRID3
* xyz 0 1
O 0.957 -0.045 -0.687
N -1.190 -1.007 -0.256
C 2.337 0.138 -0.733
C -1.493 0.693 1.532
C -1.176 0.349 0.224
H -2.498 0.885 1.899
H -1.008 1.120 -0.511
H -1.394 -1.637 0.522
H -0.692 1.068 2.165
H -1.806 -1.216 -1.046
H 2.635 -0.289 -1.708
H 2.923 -0.156 0.139
H -0.136 -1.098 -0.535
H 2.540 1.195 -1.005
*
```

Summary:
* energy above the lowest of the compared OMol25 structures with the same formula, charge and spin: 655.3 kJ/mol
* strongest force on any atom: 2.4 eV/Å
* HOMO energy: -7.1 eV
* E_tot: -6788.264 eV

Here are the Mulliken charges for atoms 1 to 5, given in e: number 1, O, carries -0.70; number 2, N, carries -0.40; number 3, C, carries -0.75; number 4, C, carries -0.94; number 5, C, carries 0.03

A cluster of 2 separate species, C3H9NO in total in a non-equilibrium geometry, computed with wB97M-V/def2-TZVPD.

ORCA input file:
```
! RIJCOSX wB97M-V def2-TZVPD def2/J DEFGRID3
* xyz 1 2
O 4.677 -1.154 1.242
N 0.012 0.771 -0.475
C -1.168 0.195 -0.176
C -2.379 0.729 -0.804
C -1.152 -1.080 0.427
H -2.723 1.699 -0.412
H -0.099 1.772 -0.512
H -2.046 -1.526 0.836
H 0.855 0.396 -0.064
H 4.200 -0.334 1.149
H -2.185 0.930 -1.856
H -0.173 -1.512 0.597
H 5.425 -0.982 0.669
H -3.244 0.096 -0.621
*
```

Summary:
* energy above the lowest of the compared OMol25 structures with the same formula, charge and spin: 40.3 kJ/mol
* strongest force on any atom: 2.2 eV/Å
* HOMO energy (spin up / spin down): -14.2 / -14.2 eV
* E_tot: -6785.891 eV

Here are the Mulliken charges for atoms 1 to 5, given in e: number 1, O, carries -0.62; number 2, N, carries -0.31; number 3, C, carries 1.12; number 4, C, carries -1.20; number 5, C, carries -0.87

A cluster of 2 separate species, C3H9NO in total in a non-equilibrium geometry, computed with wB97M-V/def2-TZVPD.

ORCA input file:
```
! RIJCOSX wB97M-V def2-TZVPD def2/J DEFGRID3
* xyz 1 2
O -1.718 1.028 -0.893
N 0.175 -0.942 3.444
C 0.296 -0.307 -1.362
C -0.737 0.696 -1.856
C 0.979 -0.866 2.491
H -1.201 0.382 -2.790
H 1.309 0.104 2.074
H 1.481 -1.761 2.111
H -0.105 1.550 -2.152
H 0.910 -0.629 -2.214
H -0.453 -0.150 3.669
H -1.813 1.997 -0.860
H 1.003 0.134 -0.652
H -0.126 -1.235 -1.011
*
```

Summary:
* energy above the lowest of the compared OMol25 structures with the same formula, charge and spin: 310.8 kJ/mol
* strongest force on any atom: 2.9 eV/Å
* HOMO energy (spin up / spin down): -13.4 / -13.4 eV
* E_tot: -6783.088 eV

Here are the Mulliken charges for atoms 1 to 5, given in e: number 1, O, carries -0.53; number 2, N, carries -0.01; number 3, C, carries -0.82; number 4, C, carries -0.28; number 5, C, carries -0.01

Among the records above, which one has the lowest energy above the lowest of the compared OMol25 structures with the same formula, charge and spin?
number 2

Which of these has the lowest strongest force on any atom?
number 2

The highest strongest force on any atom belongs to which entry?
number 3

Look up the strongest force on any atom of the second one.
2.2 eV/Å